No. 1
Molecular formula: C21H25ClN2O2
Method: DFT, wB97M-V/def2-TZVPD

The geometry in XYZ format:
```
51
Properties=species:S:1:pos:R:3:mulliken_charge:R:1
C -4.87 -3.08 0.46 -1.563
C -3.81 -2.59 -0.51 0.639
C -4.45 -2.12 -1.82 -1.569
C -2.92 -1.50 0.11 -0.506
C -3.65 -0.21 0.49 -0.810
N -2.73 0.72 1.10 -0.029
C -2.32 1.84 0.49 0.787
O -2.74 2.27 -0.56 -0.685
C -1.19 2.54 1.27 -1.426
N 0.05 1.81 1.06 0.121
C 0.86 2.10 0.03 0.440
C 2.04 1.44 -0.19 0.213
C 2.41 0.39 0.68 0.618
C 3.67 -0.35 0.46 -0.220
C 4.89 0.30 0.58 -0.187
C 6.08 -0.38 0.39 -0.805
C 6.06 -1.73 0.06 -0.404
C 4.85 -2.39 -0.07 -0.605
C 3.67 -1.70 0.13 0.379
Cl 2.16 -2.53 -0.07 -0.179
C 1.56 0.07 1.70 -0.616
C 0.33 0.74 1.93 0.121
O -0.50 0.45 2.79 -0.824
C 2.74 1.98 -1.40 -0.431
C 1.63 2.78 -2.11 -0.900
C 0.61 3.15 -1.01 -0.790
H -4.43 -3.37 1.41 0.356
H -5.38 -3.95 0.05 0.445
H -5.62 -2.31 0.65 0.327
H -3.15 -3.43 -0.75 0.313
H -4.95 -2.96 -2.31 0.442
H -3.70 -1.73 -2.50 0.364
H -5.19 -1.35 -1.63 0.327
H -2.13 -1.25 -0.60 0.300
H -2.44 -1.91 1.00 0.350
H -4.45 -0.43 1.20 0.158
H -4.06 0.28 -0.39 0.375
H -2.23 0.42 1.93 0.320
H -1.08 3.56 0.92 0.500
H -1.41 2.52 2.34 0.516
H 4.90 1.35 0.84 0.466
H 7.02 0.14 0.49 0.380
H 6.98 -2.27 -0.09 0.379
H 4.82 -3.44 -0.33 0.436
H 1.79 -0.74 2.38 0.556
H 3.15 1.19 -2.03 0.358
H 3.56 2.63 -1.10 0.283
H 2.02 3.66 -2.62 0.342
H 1.14 2.14 -2.85 0.332
H -0.42 3.13 -1.38 0.298
H 0.81 4.14 -0.61 0.311
```

## Properties
F_max (eV/Å): 0.880
Highest occupied orbital energy (eV): -8.1
Gap between HOMO and LUMO (eV): 8.52
Spin multiplicity: 1
LUMO level (eV): 0.391
Relative energy (zero: lowest compared OMol25 entry of this formula, charge and spin) (kJ/mol): 28.5
Total energy (Eh): -1535.468720

No. 2
Molecular formula: C21H25ClN4OS
Method: DFT, wB97M-V/def2-TZVPD

The geometry in XYZ format:
```
53
Properties=species:S:1:pos:R:3:mulliken_charge:R:1
C -9.48 -1.21 1.85 -0.889
S -9.20 -0.96 0.07 -0.045
C -7.50 -0.49 -0.04 0.906
C -7.01 -0.25 -1.32 -0.840
C -5.69 0.12 -1.50 -0.630
C -4.83 0.26 -0.41 0.902
C -3.45 0.64 -0.62 -0.711
N -2.66 0.75 0.37 -1.002
N -1.37 1.11 0.24 0.403
C -0.62 1.41 -0.85 0.291
O -1.02 1.43 -2.00 -0.638
C 0.82 1.77 -0.48 -0.251
N 1.23 1.13 0.76 0.048
C 2.35 1.79 1.41 -1.295
C 3.64 1.73 0.56 -0.461
N 3.55 0.62 -0.37 0.364
C 4.75 0.41 -1.16 -1.770
C 5.99 0.04 -0.38 0.432
C 6.78 1.05 0.17 -0.237
C 7.87 0.77 0.96 -0.796
C 8.21 -0.55 1.22 -0.386
C 7.46 -1.57 0.67 -0.637
C 6.36 -1.27 -0.12 0.605
Cl 5.49 -2.60 -0.81 -0.220
C 3.00 -0.56 0.28 -0.402
C 1.52 -0.29 0.60 -1.232
C -5.34 0.00 0.87 -0.951
C -6.65 -0.37 1.06 -0.339
H -10.52 -1.51 1.93 0.369
H -8.84 -2.00 2.22 0.289
H -9.31 -0.28 2.38 0.288
H -7.67 -0.35 -2.16 0.365
H -5.32 0.31 -2.50 0.371
H -3.16 0.83 -1.65 0.501
H -0.86 1.12 1.12 0.427
H 0.84 2.86 -0.34 0.438
H 1.46 1.53 -1.33 0.213
H 2.08 2.82 1.62 0.446
H 2.50 1.28 2.36 0.378
H 4.50 1.65 1.24 0.355
H 3.75 2.64 -0.03 0.409
H 4.52 -0.38 -1.89 0.659
H 4.93 1.34 -1.71 0.497
H 6.53 2.08 -0.05 0.445
H 8.47 1.57 1.37 0.378
H 9.06 -0.78 1.84 0.369
H 7.72 -2.60 0.85 0.422
H 3.55 -0.82 1.20 0.313
H 3.08 -1.40 -0.41 0.387
H 0.88 -0.67 -0.20 0.393
H 1.25 -0.80 1.53 0.374
H -4.67 0.11 1.71 0.380
H -7.01 -0.55 2.06 0.316
```

## Properties
F_max (eV/Å): 0.926
Highest occupied orbital energy (eV): -7.7
Gap between HOMO and LUMO (eV): 8.28
Spin multiplicity: 1
LUMO level (eV): 0.627
Relative energy (zero: lowest compared OMol25 entry of this formula, charge and spin) (kJ/mol): 219.5
Total energy (Eh): -1967.837878